Molecular formula: C19H35CsN4OP2Si
Method: DFT, the ωB97M-V functional and the def2-TZVPD basis

Last column: Mulliken charge in e.
Positions of all 63 atoms, in Å:
1 Cs 0.85370 -0.96725 -0.27877  0.992
2 C -1.32715 -3.09283 -3.46806  -1.083
3 P -1.37791 -1.36115 -2.86237  0.549
4 C -1.69753 -0.49007 -4.44671  -1.341
5 C -3.08198 -1.35270 -2.15151  -0.827
6 C -3.53569 0.01961 -1.65759  -1.353
7 P -2.41221 0.70328 -0.21740  0.693
8 C -1.59737 1.96300 -1.31441  -1.005
9 C -3.78171 1.73775 0.46409  -1.278
10 H -2.24286 -3.35092 -4.00940  0.339
11 H -1.21877 -3.78063 -2.62665  0.330
12 H -0.46217 -3.21538 -4.12051  0.324
13 H -2.55511 -0.92280 -4.97174  0.339
14 H -0.80824 -0.56554 -5.07251  0.339
15 H -1.89896 0.56513 -4.25820  0.333
16 H -3.04817 -2.03172 -1.29035  0.300
17 H -3.77559 -1.79694 -2.87919  0.519
18 H -4.53748 -0.08465 -1.22577  0.458
19 H -3.62828 0.72459 -2.49261  0.442
20 H -2.38920 2.50619 -1.83817  0.345
21 H -0.97342 1.46733 -2.06236  0.207
22 H -0.98870 2.66261 -0.74726  0.365
23 H -4.49409 2.00052 -0.32302  0.502
24 H -3.37080 2.64301 0.90092  0.168
25 H -4.30723 1.19264 1.25069  0.306
26 C 4.82451 -1.26943 -0.23415  -1.122
27 C 4.48892 -1.25388 1.22404  0.276
28 C 5.34755 -1.12579 2.30471  -0.729
29 C 4.52025 -1.15249 3.45969  -0.662
30 C 3.22249 -1.29229 2.99191  0.198
31 C 1.94975 -1.35403 3.77965  -0.760
32 N 3.19403 -1.35962 1.63177  -0.056
33 H 5.90453 -1.32040 -0.38931  0.280
34 H 4.47399 -0.37331 -0.75935  0.215
35 H 4.38249 -2.13124 -0.74498  0.227
36 H 6.42461 -1.02586 2.26207  0.369
37 H 4.82082 -1.06941 4.49636  0.379
38 H 2.14808 -1.30424 4.85332  0.280
39 H 1.39858 -2.28360 3.59193  0.215
40 H 1.27263 -0.52742 3.53709  -0.058
41 O 1.51064 -1.55717 -3.99623  -0.371
42 N 1.83958 -2.39518 -4.86282  -0.384
43 C 2.98513 -2.17994 -5.53149  0.272
44 C 3.34214 -3.13016 -6.51903  0.226
45 N 3.64236 -3.90012 -7.32549  -0.579
46 C 3.77585 -1.01648 -5.31381  0.330
47 N 4.40704 -0.06473 -5.15561  -0.540
48 C 0.15626 2.80984 4.46303  -1.066
49 Si -1.31453 2.27554 3.37642  0.069
50 C -2.37255 3.85659 3.27970  -1.198
51 C -2.29208 1.04904 4.44504  -1.036
52 C -0.94646 1.54343 1.75251  -0.489
53 H -0.15423 3.39792 5.33386  0.266
54 H 0.85742 3.40971 3.87713  0.298
55 H 0.70746 1.93558 4.81896  0.271
56 H -2.50505 4.27750 4.28207  0.311
57 H -3.36238 3.66741 2.85974  0.345
58 H -1.88918 4.61811 2.66100  0.322
59 H -2.53896 1.46701 5.42628  0.290
60 H -1.70652 0.14008 4.60371  0.297
61 H -3.22498 0.76269 3.95253  0.286
62 H -0.49634 0.55928 1.96803  -0.191
63 H -0.13694 2.14394 1.29859  0.259

Values from the calculation:
E = -2031.5267 Ha
Energy relative to the best compared isomer or geometry (same formula, charge and spin) = 0.000 eV
F_max = 0.6 eV/Å
HOMO-LUMO gap = 5.0 eV
LUMO level = 0.1376 Eh
Total charge = -2

---

Molecular formula: C19H35INO7
Method: DFT, the ωB97M-V functional and the def2-TZVPD basis

Last column: Mulliken charge in e.
Positions of all 63 atoms, in Å:
1 C -0.86495 -1.93623 2.80647  -0.625
2 C -2.03797 -1.11110 2.89406  -0.356
3 C -2.90428 -0.70135 1.57895  0.381
4 N -3.02303 -1.88229 0.68384  -0.418
5 I -4.17644 -3.38457 1.48757  0.049
6 C -3.41218 -1.51464 -0.71186  0.877
7 C -2.40522 -2.03852 -1.84690  -0.612
8 C -0.85657 -2.04567 -1.42078  -0.256
9 C -0.00028 -0.79353 -1.97036  -0.351
10 C 0.03223 0.43219 -0.89836  -0.253
11 C -1.05263 1.55544 -1.33984  -0.286
12 O -1.21607 2.60592 -0.35348  -0.391
13 C -2.59698 2.78990 0.03836  -0.494
14 C -4.93177 -1.90156 -1.10592  0.188
15 O -5.18095 -2.75305 -2.04390  -0.683
16 O -6.04298 -1.30676 -0.49511  -0.743
17 H 0.04227 -1.71554 2.15162  0.228
18 H -0.85878 -2.90356 3.42733  0.188
19 H -2.42529 -0.73608 3.91141  0.303
20 H -3.92059 -0.32168 1.98408  0.402
21 H -2.32407 0.12715 1.04133  -0.369
22 H -3.37722 -0.35821 -0.76331  -0.419
23 H -2.49914 -1.28881 -2.72476  0.209
24 H -2.67181 -3.08206 -2.25547  0.364
25 H -0.66485 -2.11505 -0.29833  0.050
26 H -0.37772 -2.98486 -1.90138  0.317
27 H -0.28769 -0.45961 -3.02274  -0.071
28 H 1.09740 -1.16169 -2.02232  0.255
29 H 1.07204 0.93818 -0.87321  0.339
30 H -0.14474 0.04668 0.17256  0.095
31 H -2.02116 1.04535 -1.66548  0.169
32 H -0.61012 2.03988 -2.28547  0.215
33 H -3.36086 2.44312 -0.73479  0.280
34 H -2.74611 3.91618 0.21229  0.249
35 H -2.80124 2.26650 1.04349  0.195
36 O 2.56633 -0.74120 3.43919  -0.531
37 C 2.42488 -0.20983 4.51585  0.843
38 O 1.19109 0.01032 5.00555  -0.346
39 C 0.91654 0.44596 6.34276  -0.408
40 C 0.98005 1.95658 6.44748  -0.992
41 C 3.61276 0.30197 5.28344  -1.106
42 H 1.57083 -0.05263 7.06221  0.336
43 H -0.09989 0.11364 6.56918  0.333
44 H 1.97841 2.33302 6.21635  0.269
45 H 0.71085 2.28422 7.45409  0.368
46 H 0.29401 2.41695 5.73197  0.305
47 H 3.86229 1.30394 4.93227  0.258
48 H 4.45726 -0.36486 5.09457  0.309
49 H 3.46798 0.31199 6.36162  0.343
50 O 1.27905 1.92236 -3.45565  -0.544
51 C 1.89809 1.22247 -4.22167  0.828
52 O 3.19783 0.95276 -3.99226  -0.367
53 C 3.96180 -0.01700 -4.72074  -0.383
54 C 4.54399 0.58491 -5.98403  -0.986
55 C 1.26425 0.71983 -5.48901  -1.124
56 H 3.37289 -0.91602 -4.91696  0.315
57 H 4.77748 -0.32172 -4.05995  0.342
58 H 3.76058 0.91472 -6.66893  0.273
59 H 5.17335 -0.14207 -6.50204  0.361
60 H 5.14662 1.46479 -5.74408  0.291
61 H 1.35891 1.48139 -6.26419  0.334
62 H 0.20507 0.53622 -5.29412  0.304
63 H 1.67643 -0.22279 -5.84249  0.348

Values from the calculation:
E = -1623.8997 Ha
F_max = 6.1 eV/Å
HOMO-LUMO gap = 6.0 eV
LUMO level = 0.0800 Eh
Total charge = -1

---

Molecular formula: C19H35N3O13
Method: DFT, the ωB97M-V functional and the def2-TZVPD basis

Last column: Mulliken charge in e.
Positions of all 70 atoms, in Å:
1 C -0.35461 -0.09832 1.39319  0.412
2 C -0.17700 -0.03353 -0.12709  0.760
3 O 0.67435 -0.79213 -0.64260  -0.743
4 O -0.79718 0.92294 -0.67136  -0.643
5 H -0.47693 -1.08928 1.85173  0.266
6 H -1.03655 0.62915 1.82938  -1.105
7 H 0.57672 0.20675 1.89902  0.125
8 C 2.55717 2.85636 1.35053  0.108
9 C 3.85195 3.60500 1.68255  0.321
10 O 3.70646 4.64114 2.39685  -0.787
11 O 4.92034 3.25362 1.11461  -0.718
12 H 1.73624 3.33681 1.88248  0.165
13 H 2.60563 1.78992 1.58798  -0.235
14 H 2.33112 2.91847 0.28283  0.135
15 C -2.79675 3.16873 1.31830  0.143
16 C -2.29160 2.77165 2.71559  -0.129
17 O -3.14811 3.46606 3.60456  -0.404
18 C -3.98898 4.28209 2.91881  0.539
19 O -4.74197 5.03317 3.43384  -0.552
20 O -3.87383 4.06103 1.58912  -0.394
21 H -3.08110 2.32294 0.69782  0.327
22 H -1.95139 3.64178 0.81651  -0.046
23 H -1.26229 3.08259 2.87060  0.218
24 H -2.48845 1.70340 2.80123  0.222
25 C 0.73142 -4.25391 0.51227  0.505
26 C 1.16537 -5.58670 -0.10109  -0.302
27 O -0.09447 -6.25105 -0.28441  -0.369
28 C -1.06995 -5.61454 0.37150  0.693
29 O -2.16571 -6.05375 0.58154  -0.608
30 O -0.66251 -4.41234 0.78296  -0.301
31 H 0.84975 -3.46933 -0.23866  0.131
32 H 1.23405 -3.89958 1.40821  -0.352
33 H 1.79074 -6.22668 0.51843  0.273
34 H 1.64124 -5.37270 -1.05400  0.295
35 C 4.43844 -0.16934 0.02568  -0.936
36 C 4.27706 -0.65916 1.46090  0.793
37 O 5.26966 -0.82063 2.15949  -0.720
38 N 3.04647 -1.11651 1.75772  0.090
39 C 2.71818 -1.71190 3.05079  -0.945
40 H 4.67481 -0.99028 -0.64747  0.307
41 H 5.17975 0.62919 0.09068  0.299
42 H 3.56546 0.34598 -0.38305  0.211
43 H 2.26197 -1.04779 1.11430  0.059
44 H 2.04735 -1.08635 3.63990  0.245
45 H 3.69433 -1.85574 3.51613  0.406
46 H 2.20796 -2.65954 2.86469  0.188
47 C -0.73415 4.21429 -1.77594  -0.330
48 C -0.39158 3.63570 -3.13585  0.305
49 O -0.62489 2.47449 -3.38001  -0.542
50 N 0.21000 4.47757 -4.01797  -0.226
51 C 0.71188 3.96446 -5.28937  -0.798
52 H -1.77908 4.19253 -1.48712  0.218
53 H -0.38026 5.23982 -1.61127  0.274
54 H -0.12224 3.62137 -1.08978  0.030
55 H 0.52064 5.39116 -3.74801  0.257
56 H 1.11070 4.73674 -5.93923  0.320
57 H -0.09941 3.42155 -5.77320  0.234
58 H 1.48894 3.23177 -5.05656  0.262
59 C -3.01233 -2.29429 0.04885  -0.606
60 C -2.73091 -2.91300 -1.31461  0.541
61 O -1.92669 -2.35338 -2.03777  -0.547
62 N -3.51480 -3.92529 -1.75390  -0.164
63 C -3.12072 -4.71992 -2.90970  -0.843
64 H -2.16967 -2.48005 0.70741  -0.103
65 H -3.78812 -2.93073 0.51187  0.398
66 H -3.45840 -1.30812 0.09261  0.303
67 H -4.31038 -4.23450 -1.22996  0.226
68 H -2.88810 -4.05288 -3.73166  0.263
69 H -3.95378 -5.36843 -3.18924  0.365
70 H -2.33127 -5.41854 -2.63257  0.213

Values from the calculation:
E = -1887.4739 Ha
F_max = 3.0 eV/Å
HOMO-LUMO gap = 5.8 eV
LUMO level = 0.1435 Eh
Total charge = -2